1.
The following is a quantum chemistry calculation of 3 unconnected molecules or ions with the total composition C39H78BrINO12P4, from the OMol25 dataset.

The geometry in ORCA input format:
```
! wB97M-V def2-TZVPD RIJCOSX def2/J DEFGRID3
* xyz -1 1
I 4.849 -2.497 -1.303
Br -0.031 -5.067 -0.927
P -5.869 -1.659 0.169
P -9.719 4.738 5.478
P -0.029 -3.175 -2.150
P 1.486 -1.539 -1.456
O 0.404 -1.027 3.863
O -1.483 -2.479 -1.724
O -9.731 3.970 4.043
O 0.433 -1.063 1.624
O -10.646 5.967 4.913
O -7.182 -1.358 1.101
O -6.457 -1.055 -1.208
O -6.178 -3.201 -0.275
O -9.981 4.867 6.934
O 0.352 -3.266 1.859
O -8.221 5.331 5.254
O -4.770 -1.878 1.139
N -0.508 0.950 -5.085
C -7.401 -1.716 -2.059
C 2.924 1.037 -2.019
C 0.830 -2.344 1.255
C 13.091 -3.411 -1.715
C -9.963 4.657 2.799
C 8.556 1.189 -1.948
C -0.677 1.260 -3.791
C 5.487 1.244 -2.296
C 2.976 -2.256 -2.445
C 2.435 0.050 -0.928
C 10.183 -2.489 -1.927
C 11.339 -1.540 -2.226
C -6.809 3.353 5.047
C 9.112 -0.764 -0.294
C 2.855 -3.571 -3.256
C 12.921 -3.078 -0.222
C -7.537 1.053 0.974
C 0.893 -0.902 -4.347
C 7.743 2.513 -2.024
C -0.221 -1.083 2.853
C -5.458 -5.072 1.086
C -5.184 -4.228 -0.140
C 4.229 1.762 -1.551
C -0.115 0.507 -2.774
C -8.936 5.714 2.459
C 1.914 -2.439 0.240
C 8.453 0.623 -0.526
C 0.726 -0.588 -2.990
C -11.755 6.470 5.657
C -1.720 -1.215 2.825
C 12.572 -2.342 -2.715
C 3.166 -4.914 -2.554
C 6.428 2.359 -2.811
C -7.085 4.650 5.790
C -8.749 -1.981 -1.430
C 0.252 -0.115 -5.301
C -11.383 7.764 6.351
C -7.226 -0.144 1.850
C 8.888 -1.810 -1.403
H 4.367 1.679 -0.470
H -8.439 0.884 0.386
H -1.272 2.144 -3.581
H 2.713 -1.913 0.784
H 2.969 -4.922 -1.483
H -6.967 -2.627 -2.468
H 12.005 -3.490 0.206
H -7.226 4.434 6.853
H 9.613 1.372 -2.165
H 12.947 -2.011 0.003
H 0.326 -0.997 -0.739
H 6.043 0.551 -1.664
H -12.562 6.654 4.943
H 2.195 1.845 -2.120
H 12.320 -2.846 -3.654
H 5.922 3.325 -2.907
H 7.432 0.585 -0.141
H 8.360 3.215 -2.599
H 2.287 -3.457 0.145
H -9.004 6.573 3.122
H -5.568 -4.453 1.976
H -6.723 1.242 0.271
H 10.444 -3.307 -1.255
H 9.919 -2.959 -2.884
H 8.333 -1.442 -2.267
H 8.280 -2.617 -0.981
H 6.721 2.095 -3.836
H 4.214 -5.188 -2.690
H 4.164 2.835 -1.768
H 11.688 -0.968 -1.366
H -9.156 -1.076 -0.978
H -7.538 -1.041 -2.907
H 2.005 -3.641 -3.933
H 1.756 0.619 -0.283
H 10.162 -0.600 -0.041
H 7.552 2.929 -1.031
H -6.282 -0.005 2.385
H 8.989 1.330 0.120
H -10.477 7.647 6.945
H 0.387 -0.391 -6.349
H 3.141 0.645 -3.013
H 2.584 -5.708 -3.029
H 3.299 -1.494 -3.157
H -6.394 -5.624 0.965
H 11.098 -0.838 -3.030
H -10.973 5.059 2.774
H 8.656 -1.170 0.616
H -8.013 -0.266 2.596
H -12.190 8.101 7.004
H -1.901 -2.167 2.318
H -11.183 8.544 5.615
H 14.170 -3.494 -1.886
H -12.119 5.731 6.369
H -5.244 -4.848 -1.037
H 13.743 -3.542 0.331
H 3.699 -3.505 -3.965
H -9.444 -2.336 -2.193
H -6.747 3.528 3.973
H -9.918 3.894 2.020
H -2.206 -0.397 2.297
H -6.252 5.347 5.702
H 13.394 -1.646 -2.908
H 8.151 0.532 -2.720
H -9.101 6.065 1.438
H 1.526 -1.722 -4.658
H -7.608 2.627 5.213
H -0.321 0.826 -1.751
H -1.374 -1.518 -1.644
H -5.871 2.914 5.390
H 3.303 -0.157 -0.297
H 5.204 0.650 -3.171
H -4.651 -5.787 1.251
H -2.039 -1.341 3.857
H -4.182 -3.804 -0.112
H -8.688 -2.741 -0.653
H -7.924 5.317 2.535
H 12.679 -4.398 -1.942
H -7.676 1.949 1.582
*
```

=====

2.
The following is a quantum chemistry calculation of 2 unconnected molecules or ions with the total composition CH6N2O, from the OMol25 dataset.

Calculated values
⟨S²⟩	0.750

The geometry in ORCA input format:
```
! wB97M-V def2-TZVPD RIJCOSX def2/J DEFGRID3
* xyz -1 2
O -0.966 -2.287 0.475
N -0.494 0.880 -0.119
N 1.921 1.188 -0.520
C 0.672 1.544 -0.573
H 2.087 0.242 -0.251
H -0.789 -3.241 0.604
H -1.092 -2.065 1.437
H -1.120 1.375 0.546
H -0.560 -0.049 -0.405
H 0.341 2.414 -1.194
*
```

=====

3.
The following is a quantum chemistry calculation of 3 unconnected molecules or ions with the total composition C21H37F13NP, from the OMol25 dataset.

Calculated values
SMILES	NCPCCC(F)(F)C(F)(F)C(F)(F)C(F)(F)C(F)(F)C(F)(F)F.CCCCCC.CCCCCC

The geometry in ORCA input format:
```
! wB97M-V def2-TZVPD RIJCOSX def2/J DEFGRID3
* xyz 0 1
P 4.207 -0.296 0.203
F 1.545 0.487 1.711
F -3.253 -2.263 0.863
F -1.899 -2.081 -0.775
F -3.975 -2.171 -1.124
F -3.345 0.119 2.070
F -0.703 2.094 -0.367
F -0.878 -0.802 1.530
F -3.060 1.822 0.880
F -4.529 0.067 -0.298
F -2.725 0.368 -1.341
F -1.013 1.090 2.449
F -0.038 0.071 -0.685
F 1.051 2.544 1.491
N 6.709 -0.767 1.266
C -1.202 0.454 1.312
C 1.905 6.858 -6.278
C -4.739 -6.177 5.417
C -3.159 -5.698 3.437
C -3.776 -5.714 6.506
C -4.996 -4.705 1.969
C 2.322 5.392 -6.210
C 1.787 5.073 -3.708
C 3.243 5.090 -3.244
C -3.881 -4.433 2.975
C -3.058 -1.707 -0.303
C 6.053 -0.307 0.018
C 1.570 4.595 -5.145
C -2.716 0.559 1.008
C -0.234 1.012 0.241
C 2.208 1.576 -0.245
C 1.149 1.393 0.817
C 3.892 3.710 -3.242
C -3.227 -0.164 -0.261
C 3.644 1.480 0.356
C -4.035 -6.714 4.172
H 6.451 0.655 -0.295
H 2.119 7.382 -5.345
H 3.832 5.771 -3.864
H 2.117 2.564 -0.677
H 3.675 1.806 1.385
H 5.991 -1.015 1.937
H 1.855 3.542 -5.226
H -4.328 -5.371 7.383
H 2.445 7.373 -7.074
H 0.499 4.634 -5.363
H 4.917 3.772 -2.870
H -5.371 -6.970 5.824
H -3.121 -6.529 6.819
H 1.209 4.427 -3.039
H -5.784 -5.326 2.396
H 3.343 3.021 -2.596
H 3.933 3.278 -4.243
H -2.716 -6.192 2.565
H 4.275 2.086 -0.288
H -4.605 -5.208 1.081
H -3.150 -3.771 2.517
H -2.318 -5.411 4.075
H 3.277 5.495 -2.229
H -5.412 -5.357 5.150
H 1.367 6.076 -3.588
H -3.410 -7.567 4.458
H 2.165 0.855 -1.051
H 7.229 -1.609 1.057
H -5.455 -3.769 1.646
H -4.288 -3.893 3.835
H 0.837 6.949 -6.483
H 3.401 5.325 -6.045
H 2.133 4.930 -7.182
H 3.715 -0.765 -1.041
H -4.787 -7.112 3.485
H -3.152 -4.885 6.168
H 6.268 -1.046 -0.749
*
```

=====

4.
The following is a quantum chemistry calculation of 2 unconnected molecules or ions with the total composition C5H9ClNO4S, from the OMol25 dataset.

The geometry in ORCA input format:
```
! wB97M-V def2-TZVPD RIJCOSX def2/J DEFGRID3
* xyz -1 1
Cl 1.761 -3.573 -1.579
S 2.140 -0.976 -2.881
O -0.281 -0.138 -1.876
O 3.571 -1.134 -3.137
O 1.241 -0.917 -3.991
O 0.649 0.327 0.157
N 1.946 -0.080 -1.616
C 0.272 0.756 2.324
C -0.492 0.449 1.026
C 0.687 0.011 -1.174
C -1.473 1.557 0.656
C -1.331 -0.872 0.799
H -1.922 1.463 -0.448
H -0.849 -1.549 1.402
H -0.414 0.813 3.086
H -1.373 -1.161 -0.246
H -1.059 2.538 0.545
H 0.994 -0.040 2.464
H -2.305 -0.833 1.153
H 0.593 1.767 2.116
H -2.352 1.595 1.222
*
```

=====

no.,electronic energy (eV)
1,-183068.8263
2,-6159.8903
3,-68483.2217
4,-38368.8766